# 1
Formula: C35H37ClO4P2Pt
Source: the OMol25 dataset
Level of theory: ωB97M-V with the def2-TZVPD basis set

Values from the calculation:
Max |F| = 3.0 eV/Å
Multiplicity = 3
LUMO (spin up / spin down) = -1.48 / -5.07 eV
Electronic energy = -79416.3076 eV
Energy relative to the best compared isomer or geometry (same formula, charge and spin) = 0.00 kJ/mol
HOMO energy (spin up / spin down) = -7.24 / -7.41 eV

Each line ends with the Löwdin charge.
Atoms and positions in Å:
Pt: 0.92320 -0.97902 -0.80022  0.865
C: -1.40642 -0.14031 4.91263  -0.088
C: -2.34726 -0.18211 3.96601  -0.123
C: -3.18691 0.98519 3.53927  -0.196
C: -2.61107 1.80513 2.35104  -0.195
C: -1.18644 2.26380 2.48576  -0.134
C: -0.52323 2.49302 3.62697  -0.101
C: -1.07913 2.43893 5.02318  -0.191
C: -1.06563 1.06683 5.72359  -0.185
C: 1.63871 -0.52727 1.06740  -0.153
H: -0.85030 -1.03431 5.19623  0.104
H: -2.56264 -1.12148 3.44252  0.064
H: -3.38062 1.66816 4.37473  0.098
H: -4.15983 0.58683 3.20706  0.107
H: -2.70832 1.18655 1.44368  0.097
H: -3.25896 2.68773 2.19321  0.112
H: -0.69620 2.49018 1.53056  0.076
H: 0.52315 2.82718 3.58252  0.101
H: -2.09229 2.85607 5.07531  0.098
H: -0.43155 3.09043 5.63256  0.114
H: -0.07524 0.87836 6.15900  0.077
H: -1.73299 1.13704 6.60041  0.136
H: 0.77302 -0.31889 1.71003  0.024
H: 2.31314 0.33346 1.01645  0.013
H: 2.15551 -1.44855 1.38872  0.052
P: -0.40994 -1.73054 -2.41899  0.835
P: 1.32218 0.74514 -2.17500  0.763
C: -1.14523 -0.15643 -2.91091  -0.255
C: -0.37684 0.95584 -2.76806  -0.254
C: -0.50972 -2.93590 -3.73566  -0.366
C: -1.61860 -2.83155 -4.59388  -0.087
C: -1.90015 -3.86361 -5.48867  -0.066
C: -1.05388 -4.97587 -5.55756  -0.063
C: 0.07707 -5.05757 -4.73312  -0.064
C: 0.35447 -4.04631 -3.81081  -0.070
C: -1.42437 -2.43350 -1.08893  -0.397
C: -0.75566 -1.99988 0.03640  -0.309
C: -1.22708 -2.22090 1.31588  -0.078
C: -2.46249 -2.91724 1.42384  -0.051
C: -3.10927 -3.41811 0.28742  -0.066
C: -2.57002 -3.22191 -0.99556  -0.056
C: 2.27088 0.87445 -3.72749  -0.322
C: 2.09496 -0.11171 -4.71734  -0.080
C: 2.64143 0.07333 -5.99134  -0.066
C: 3.37066 1.23355 -6.28322  -0.067
C: 3.56457 2.20598 -5.29563  -0.063
C: 3.00855 2.03188 -4.02567  -0.067
C: 1.78683 2.23037 -1.25402  -0.381
C: 3.06578 2.29991 -0.67429  -0.122
C: 3.40839 3.37978 0.14244  -0.058
C: 2.48263 4.41218 0.35030  -0.058
C: 1.22366 4.36219 -0.25813  -0.063
C: 0.86511 3.26706 -1.04928  -0.082
H: -2.17568 -0.17349 -3.26865  0.084
H: -0.67286 1.95490 -3.08320  0.084
H: -2.25853 -1.95021 -4.53888  0.097
H: -2.78677 -3.79281 -6.11957  0.112
H: -1.28021 -5.78190 -6.25763  0.112
H: 0.73745 -5.92153 -4.80424  0.112
H: 1.21488 -4.09871 -3.14109  0.112
H: 2.38700 -0.65795 -1.51589  -0.040
H: -0.68300 -1.87062 2.18893  0.092
H: -2.90114 -3.05924 2.41108  0.109
H: -4.04842 -3.96023 0.39388  0.109
H: -3.02949 -3.64391 -1.88444  0.106
H: 1.49763 -1.00166 -4.50029  0.084
H: 2.48592 -0.68649 -6.76285  0.112
H: 3.79271 1.37556 -7.28191  0.112
H: 4.13900 3.10854 -5.51344  0.113
H: 3.12127 2.81664 -3.27834  0.102
H: 3.77834 1.49284 -0.85795  0.114
H: 4.39486 3.41030 0.61016  0.115
H: 2.75010 5.25834 0.98808  0.114
H: 0.50983 5.18014 -0.11862  0.116
H: -0.11951 3.21524 -1.51067  0.093
O: 1.80622 -1.02789 9.37308  -0.382
Cl: 0.64028 -0.48249 8.69408  0.671
O: -0.57057 -1.17836 9.13079  -0.390
O: 0.51925 0.95151 8.96329  -0.394
O: 0.80584 -0.67011 7.23298  -0.428

Atoms 1-3, force components in eV/Å:
Pt 1.0 -2.5 1.1
C -0.5 -0.1 -0.2
C 0.3 -0.3 0.0



# 2
Formula: C35H37FeNO3P2
Source: the OMol25 dataset
Level of theory: ωB97M-V with the def2-TZVPD basis set

Values from the calculation:
Max |F| = 2.6 eV/Å
Multiplicity = 5
LUMO (spin up / spin down) = -1.47 / -1.94 eV
Electronic energy = -97483.3816 eV
Energy relative to the best compared isomer or geometry (same formula, charge and spin) = 0.00 kJ/mol
HOMO energy (spin up / spin down) = -7.32 / -7.32 eV

Each line ends with the Löwdin charge.
Atoms and positions in Å:
Fe: 0.18539 0.30729 3.84570  0.804
C: -1.23818 -0.37535 5.45313  -0.136
C: -1.88114 -0.40530 4.21849  -0.181
C: -2.83380 0.65353 3.69946  -0.172
C: -2.19136 1.77101 2.82476  -0.177
C: -0.83068 2.18728 3.32585  -0.186
C: -0.51003 2.32875 4.67947  -0.102
C: -1.46839 2.12668 5.82882  -0.153
C: -1.34650 0.71655 6.46552  -0.164
C: 1.69917 -0.21731 5.05251  -0.174
H: -0.84414 -1.30623 5.88021  0.137
H: -1.91325 -1.39287 3.74427  0.093
H: -3.41182 1.11742 4.51830  0.110
H: -3.60409 0.16184 3.08314  0.120
H: -2.13237 1.42199 1.77678  0.108
H: -2.88529 2.63417 2.80816  0.132
H: -0.14652 2.62015 2.58099  0.117
H: 0.43347 2.84770 4.93506  0.138
H: -2.51742 2.31406 5.56101  0.103
H: -1.22795 2.83385 6.63981  0.133
H: -0.44292 0.72033 7.11736  0.073
H: -2.20801 0.55943 7.15153  0.154
H: 1.35306 -0.38034 6.09288  0.012
H: 2.59668 0.43139 5.04460  0.009
H: 1.98714 -1.19314 4.61878  -0.001
P: -0.13401 -1.95352 -2.78304  0.986
P: 1.73780 0.47401 -3.19864  0.986
C: -0.85102 -0.42179 -3.47228  -0.316
C: -0.00338 0.63492 -3.66342  -0.349
C: -0.74646 -3.22725 -3.95895  -0.396
C: -1.86723 -2.99391 -4.76896  -0.103
C: -2.28819 -3.94708 -5.69938  -0.084
C: -1.60786 -5.16048 -5.81760  -0.086
C: -0.48016 -5.40348 -5.01987  -0.086
C: -0.04000 -4.44460 -4.10382  -0.099
C: -1.04094 -2.17100 -1.19907  -0.362
C: -0.71616 -1.32490 -0.11270  -0.090
C: -1.40449 -1.45850 1.08746  -0.107
C: -2.42408 -2.40384 1.23355  -0.081
C: -2.72928 -3.24545 0.15858  -0.074
C: -2.02745 -3.15277 -1.04360  -0.080
C: 2.48226 1.09871 -4.80072  -0.359
C: 2.38281 0.29061 -5.95445  -0.105
C: 2.95114 0.70355 -7.16252  -0.090
C: 3.60212 1.94050 -7.24781  -0.094
C: 3.66985 2.76395 -6.12225  -0.087
C: 3.13651 2.33511 -4.90061  -0.092
C: 1.99332 1.91115 -2.07670  -0.409
C: 3.19750 1.98577 -1.34101  -0.108
C: 3.41391 3.05733 -0.47607  -0.089
C: 2.44016 4.05487 -0.33285  -0.093
C: 1.26281 3.99403 -1.08235  -0.090
C: 1.02593 2.91414 -1.93495  -0.101
H: -1.93510 -0.37504 -3.64602  0.069
H: -0.31550 1.59503 -4.09351  0.076
H: -2.42195 -2.06621 -4.67454  0.083
H: -3.15613 -3.74628 -6.33138  0.105
H: -1.95544 -5.91632 -6.52547  0.105
H: 0.05670 -6.34799 -5.13006  0.104
H: 0.85468 -4.62560 -3.50494  0.102
H: 0.06992 -0.57137 -0.21034  0.100
H: -1.13852 -0.81468 1.93155  0.047
H: -2.97232 -2.48801 2.17504  0.100
H: -3.53365 -3.97019 0.25825  0.107
H: -2.26400 -3.82062 -1.87124  0.102
H: 1.86395 -0.66742 -5.89594  0.099
H: 2.89123 0.05884 -8.04076  0.103
H: 4.06052 2.25671 -8.18500  0.101
H: 4.13495 3.74904 -6.19064  0.103
H: 3.21368 2.98335 -4.02794  0.094
H: 3.95114 1.20210 -1.44617  0.106
H: 4.34153 3.11229 0.09549  0.105
H: 2.60122 4.87639 0.36555  0.102
H: 0.52339 4.79146 -1.01152  0.103
H: 0.09654 2.86704 -2.49945  0.086
O: -0.55226 -1.10182 8.88902  -0.082
N: 0.37186 -0.37062 9.33364  -0.590
O: 0.68300 0.69163 8.68389  -0.127
O: 0.97410 -0.63467 10.39996  -0.042

Atoms 1-3, force components in eV/Å:
Fe 1.3 -0.2 0.5
C -2.5 -0.6 0.1
C 0.1 -0.8 1.8



# 3
Formula: C35H37HfIP2
Source: the OMol25 dataset
Level of theory: ωB97M-V with the def2-TZVPD basis set

Values from the calculation:
Net charge = +2
Max |F| = 6.7 eV/Å
LUMO = -7.35 eV
Electronic energy = -64860.0623 eV
Energy relative to the best compared isomer or geometry (same formula, charge and spin) = 71.77 kJ/mol
HOMO energy = -13.31 eV

Each line ends with the Löwdin charge.
Atoms and positions in Å:
Hf: 0.67578 -0.34477 0.45967  0.957
C: -0.31697 -0.03921 4.81768  -0.147
C: -1.02557 -0.29177 3.68946  -0.203
C: -2.23512 0.46557 3.54172  -0.240
C: -2.34338 1.66187 2.56407  -0.197
C: -1.09072 2.39313 2.33135  -0.161
C: -0.33643 2.80352 3.36179  -0.144
C: -0.67076 2.60829 4.78457  -0.149
C: -0.44596 1.22092 5.54046  -0.167
C: 1.35194 -2.31995 0.61600  -0.363
H: 0.29515 -0.81838 5.28806  0.123
H: -0.99017 -1.33743 3.27218  0.108
H: -2.55591 0.85797 4.51618  0.113
H: -3.06030 -0.23338 3.38818  0.103
H: -2.87362 1.42873 1.63284  0.102
H: -2.95606 2.44134 3.04980  0.129
H: -0.87643 2.74034 1.30522  0.087
H: 0.55850 3.39938 3.17096  0.091
H: -1.74651 2.89453 4.94007  0.131
H: -0.05143 3.33065 5.35591  0.121
H: 0.37173 1.38761 6.25251  0.118
H: -1.35283 1.08518 6.16436  0.134
H: 2.22925 -2.41159 1.28294  0.012
H: 1.57380 -2.62371 -0.32826  -0.068
H: 0.53721 -2.99883 1.05758  0.069
P: -0.59940 -1.68964 -1.14577  0.912
P: 1.40416 1.07101 -1.25508  0.887
C: -1.11877 -0.10044 -1.78150  -0.263
C: -0.35746 1.06150 -1.66304  -0.261
C: -0.59643 -2.79093 -2.60547  -0.359
C: -1.58293 -2.57820 -3.57713  -0.084
C: -1.62154 -3.33308 -4.74359  -0.042
C: -0.68452 -4.33574 -4.94001  -0.040
C: 0.23042 -4.66484 -3.92927  -0.037
C: 0.24328 -3.92889 -2.72701  -0.075
C: -1.85613 -2.45156 -0.01715  -0.335
C: -2.43219 -1.67498 1.01202  -0.110
C: -3.51719 -2.26454 1.65033  -0.066
C: -3.68077 -3.64311 1.63393  -0.023
C: -2.93199 -4.43147 0.74483  -0.034
C: -2.17037 -3.81050 -0.22912  -0.064
C: 2.27823 1.08919 -2.82873  -0.338
C: 2.19067 0.03168 -3.76261  -0.074
C: 2.73920 0.15868 -5.03647  -0.048
C: 3.45990 1.30956 -5.37936  -0.038
C: 3.58702 2.34119 -4.45860  -0.039
C: 2.97834 2.23919 -3.20253  -0.067
C: 1.87103 2.65012 -0.38779  -0.409
C: 3.09753 2.59130 0.31235  -0.234
C: 3.42357 3.60298 1.22222  -0.091
C: 2.54829 4.67401 1.38056  -0.046
C: 1.42377 4.77316 0.56266  -0.058
C: 1.13272 3.82099 -0.39683  -0.091
H: -2.04968 -0.13773 -2.35004  0.087
H: -0.65092 1.99474 -2.14771  0.102
H: -2.33608 -1.82881 -3.41070  0.096
H: -2.37802 -3.10907 -5.48108  0.121
H: -0.68854 -4.91189 -5.83973  0.114
H: 0.95179 -5.48337 -4.07385  0.126
H: 0.83879 -4.22328 -1.84585  0.115
H: -2.06673 -0.66544 1.32381  0.071
H: -4.28981 -1.62101 2.05972  0.124
H: -4.43139 -4.10303 2.26175  0.124
H: -2.97556 -5.52318 0.75138  0.128
H: -1.80752 -4.33086 -1.11367  0.108
H: 1.65596 -0.87759 -3.51533  0.092
H: 2.60493 -0.63301 -5.78333  0.123
H: 3.90632 1.39096 -6.36075  0.120
H: 4.15289 3.23988 -4.72789  0.127
H: 3.04773 3.08787 -2.54298  0.101
H: 3.74692 1.71505 0.20782  0.084
H: 4.34832 3.50820 1.80936  0.128
H: 2.78373 5.40757 2.15394  0.128
H: 0.78832 5.63490 0.70182  0.121
H: 0.37895 3.96940 -1.13487  0.108
I: 2.34599 0.48303 2.55101  0.516

Atoms 1-3, force components in eV/Å:
Hf 0.2 0.1 6.7
C 0.4 -1.2 -1.4
C 1.7 -2.3 1.6